Record 1
C15H24F9O13S3V as an isolated structure. Source: the OMol25 dataset; level of theory: ωB97M-V with the def2-TZVPD basis set.

```
65
Properties=species:S:1:pos:R:3
O -0.89 -0.39 3.18
V -0.17 -0.45 1.75
C 5.98 4.36 3.18
F 7.20 4.56 3.68
F 5.03 4.93 3.91
F 5.91 4.87 1.99
S 5.60 2.45 3.06
O 5.82 1.88 4.39
O 4.26 2.22 2.48
O 6.61 1.93 2.09
C 3.67 1.12 -5.34
F 4.63 0.96 -6.26
F 3.96 2.16 -4.57
F 2.51 1.30 -5.92
S 3.58 -0.46 -4.21
O 2.63 -0.19 -3.11
O 3.18 -1.56 -5.09
O 4.93 -0.63 -3.65
C 4.70 -5.40 4.94
F 4.37 -4.31 5.70
F 6.03 -5.57 5.06
F 4.19 -6.57 5.31
S 4.28 -4.96 3.09
O 3.23 -3.91 3.15
O 5.55 -4.40 2.57
O 3.83 -6.20 2.43
C -1.34 6.55 1.37
C -1.37 6.32 -0.14
C -0.42 5.13 -0.25
O -0.84 4.28 0.82
C -1.06 5.16 1.95
H -2.32 6.84 1.76
H -0.53 7.18 1.75
H -1.00 7.18 -0.70
H -2.32 6.01 -0.57
H 0.63 5.37 -0.07
H -0.48 4.69 -1.25
H -0.11 5.15 2.48
H -1.80 4.71 2.60
C -5.12 1.99 -3.38
C -5.86 2.07 -2.07
C -5.31 0.95 -1.25
O -4.00 0.66 -1.79
C -4.12 0.87 -3.20
H -4.58 2.90 -3.66
H -5.79 1.91 -4.24
H -6.94 2.07 -2.18
H -5.68 3.02 -1.56
H -5.86 0.01 -1.30
H -5.32 1.23 -0.19
H -4.37 -0.09 -3.64
H -3.18 1.19 -3.64
C -2.46 -6.92 -0.91
C -3.27 -6.73 0.34
C -2.41 -5.77 1.13
O -1.92 -4.85 0.13
C -1.76 -5.59 -1.05
H -2.98 -7.22 -1.82
H -1.74 -7.72 -0.71
H -3.35 -7.67 0.90
H -4.24 -6.25 0.19
H -1.63 -6.34 1.63
H -2.84 -5.22 1.96
H -0.72 -5.74 -1.35
H -2.20 -5.06 -1.90
```

Its spin multiplicity is 2. As for the frontier orbital gap (alpha / beta): 3.391 / 2.177 eV. The calculation puts the electronic energy at -125203.368 eV. Its net charge is -1. As for the expectation value of S²: 0.837.

Record 2
A single C13H22N2O3S molecule. Source: the OMol25 dataset; level of theory: ωB97M-V with the def2-TZVPD basis set.

```
41
Properties=species:S:1:pos:R:3
O -0.69 -0.76 0.71
C -0.68 0.46 0.78
N 0.24 1.13 1.54
C 1.44 0.48 2.04
C 2.55 0.48 0.93
C 3.71 1.41 1.28
C 4.30 1.10 2.70
C 3.24 0.59 3.69
C 1.86 1.15 3.32
N -1.79 1.14 0.47
S -1.84 1.39 -1.19
O -2.83 2.44 -1.47
O -0.52 1.87 -1.65
C -2.34 -0.19 -2.02
C -3.11 -1.09 -1.27
C -3.53 -2.46 -1.78
C -2.77 -2.88 -3.08
C -2.62 -1.71 -4.04
C -1.81 -0.55 -3.41
H 0.32 2.14 1.39
H 1.24 -0.55 2.31
H 2.09 0.77 -0.02
H 2.89 -0.56 0.79
H 4.54 1.25 0.58
H 3.38 2.44 1.21
H 4.74 2.03 3.06
H 5.10 0.38 2.57
H 3.46 0.88 4.74
H 3.19 -0.49 3.64
H 1.92 2.24 3.27
H 1.19 0.89 4.18
H -1.89 2.03 0.93
H -3.45 -0.84 -0.29
H -3.32 -3.20 -0.99
H -4.63 -2.50 -1.93
H -1.78 -3.32 -2.79
H -3.36 -3.70 -3.50
H -3.63 -1.34 -4.33
H -2.17 -2.02 -4.98
H -1.88 0.33 -4.09
H -0.76 -0.84 -3.30
```

The SMILES is O=C(NC1CCCCC1)NS(=O)(=O)C1=CCCCC1. As for the frontier orbital gap: 10.008 eV. The calculation puts the electronic energy at -33794.879 eV.

Record 3
A single C7H10 molecule. Source: the OMol25 dataset; level of theory: ωB97M-V with the def2-TZVPD basis set.

```
17
Properties=species:S:1:pos:R:3
C -3.78 0.28 0.11
C -2.51 -0.21 -0.44
C -1.42 -0.35 0.24
C -0.17 -0.25 0.29
C 0.89 0.44 0.36
C 2.10 0.14 -0.49
C 3.34 -0.34 0.15
H -4.50 -0.56 0.33
H -4.20 1.10 -0.64
H -3.49 0.63 1.06
H -2.59 -0.88 -1.20
H 1.12 0.82 1.36
H 1.80 -0.74 -1.03
H 2.27 1.05 -1.12
H 4.27 -0.52 -0.61
H 3.18 -1.17 0.75
H 3.67 0.53 0.88
```

The SMILES is CC=C=C=CCC. As for the frontier orbital gap: 9.035 eV. The calculation puts the electronic energy at -7416.423 eV.